No. 1
# C20H20N2O4

A single C20H20N2O4 molecule (wB97M-V/def2-TZVPD, OMol25).

## Properties
**Largest force on an atom**: 0.9 eV Å⁻¹
**Energy above the lowest of the compared OMol25 structures with the same formula, charge and spin**: 20.8 kcal/mol
**E_LUMO**: 0.0062 Ha
**SMILES**: CCc1cc(=O)oc2cc(C)cc(OCC(=O)NCc3cccnc3)c12

Element x y z (Å)
C -3.662 -2.736 -0.684
C -3.286 -2.098 0.655
C -3.300 -0.602 0.540
C -4.399 0.062 0.972
C -4.569 1.491 0.861
O -5.527 2.120 1.237
O -3.540 2.171 0.266
C -2.424 1.553 -0.173
C -1.471 2.388 -0.750
C -0.285 1.870 -1.227
C 0.763 2.751 -1.820
C -0.060 0.498 -1.111
C -0.996 -0.347 -0.546
O -0.780 -1.691 -0.407
C 0.354 -2.276 -1.003
C 1.680 -1.951 -0.304
O 2.746 -2.060 -0.869
N 1.542 -1.589 0.985
C 2.689 -1.179 1.774
C 3.294 0.090 1.231
C 4.624 0.152 0.835
C 5.115 1.332 0.302
C 4.247 2.405 0.170
N 2.977 2.355 0.538
C 2.518 1.231 1.057
C -2.228 0.162 -0.060
H -3.678 -3.819 -0.590
H -4.647 -2.399 -0.997
H -2.944 -2.466 -1.453
H -2.307 -2.455 0.967
H -4.019 -2.397 1.407
H -5.225 -0.463 1.426
H -1.688 3.442 -0.807
H 0.337 3.697 -2.142
H 1.529 2.952 -1.068
H 1.245 2.266 -2.666
H 0.881 0.108 -1.466
H 0.190 -3.356 -0.925
H 0.440 -2.019 -2.064
H 0.615 -1.460 1.359
H 3.436 -1.978 1.736
H 2.361 -1.041 2.806
H 5.260 -0.716 0.933
H 6.142 1.413 -0.015
H 4.574 3.346 -0.252
H 1.472 1.245 1.339

From a natural (NBO) analysis of the wavefunction, the atomic charges in e read:
1 C -0.59
2 C -0.44
3 C 0.11
4 C -0.35
5 C 0.74
6 O -0.57
7 O -0.45
8 C 0.37
9 C -0.28
10 C 0.07
11 C -0.66
12 C -0.36
13 C 0.42
14 O -0.53
15 C -0.16
16 C 0.65
17 O -0.61
18 N -0.61
19 C -0.24
20 C -0.07
21 C -0.15
22 C -0.25
23 C 0.03
24 N -0.43
25 C 0.04
26 C -0.24
27 H 0.21
28 H 0.21
29 H 0.21
30 H 0.23
31 H 0.21
32 H 0.23
33 H 0.23
34 H 0.22
35 H 0.26
36 H 0.22
37 H 0.23
38 H 0.22
39 H 0.21
40 H 0.41
41 H 0.22
42 H 0.22
43 H 0.22
44 H 0.22
45 H 0.19
46 H 0.19

***

No. 2
# C20H20N2O4PbSTe

A molecular structure, C20H20N2O4PbSTe (wB97M-V/def2-TZVPD, OMol25).

## Properties
**Largest force on an atom**: 1.0 eV Å⁻¹
**Total charge**: +2
**Energy above the lowest of the compared OMol25 structures with the same formula, charge and spin**: 24.0 kcal/mol
**E_LUMO**: -0.2967 Ha

Element x y z (Å)
Pb -0.222 -0.177 0.249
O 0.745 3.451 3.052
C 0.448 2.295 2.503
O 0.180 2.134 1.328
C 0.468 1.157 3.483
C 0.778 1.302 4.825
C 0.785 0.165 5.614
C 0.487 -1.060 5.036
C 0.194 -1.099 3.685
N 0.190 -0.010 2.921
C -0.066 -2.366 2.908
O -0.426 -3.466 3.539
O 0.064 -2.381 1.705
H 0.730 4.147 2.372
H 1.009 2.276 5.235
H 1.027 0.228 6.667
H 0.518 -1.959 5.639
H -0.558 -3.334 4.488
C -1.891 2.687 -0.632
N -1.383 1.469 -1.302
C -0.403 1.846 -2.342
C -2.513 0.712 -1.865
C -2.294 -0.783 -1.878
C -2.800 -1.567 -2.914
C -2.723 -2.953 -2.856
C -2.135 -3.588 -1.766
C -1.598 -2.838 -0.723
C -1.696 -1.461 -0.837
H -2.436 3.308 -1.348
H -1.063 3.260 -0.230
H -2.570 2.410 0.175
H -0.857 2.532 -3.063
H -0.065 0.956 -2.871
H 0.457 2.336 -1.883
H -2.739 1.064 -2.874
H -3.387 0.921 -1.249
H -3.275 -1.083 -3.760
H -3.132 -3.543 -3.665
H -2.083 -4.668 -1.724
H -1.123 -3.318 0.120
Te 2.397 -1.286 -0.367
C 3.153 -0.365 -1.988
C 4.409 0.211 -2.058
C 4.748 0.602 -3.371
C 3.749 0.328 -4.268
S 2.416 -0.423 -3.532
H 5.054 0.336 -1.197
H 5.685 1.067 -3.647
H 3.748 0.526 -5.331

From a natural (NBO) analysis of the wavefunction, the atomic charges in e read:
1 Pb 1.41
2 O -0.61
3 C 0.81
4 O -0.63
5 C 0.08
6 C -0.15
7 C -0.12
8 C -0.17
9 C 0.06
10 N -0.41
11 C 0.81
12 O -0.60
13 O -0.61
14 H 0.53
15 H 0.27
16 H 0.26
17 H 0.24
18 H 0.51
19 C -0.42
20 N -0.47
21 C -0.44
22 C -0.25
23 C -0.14
24 C -0.17
25 C -0.16
26 C -0.18
27 C -0.27
28 C -0.22
29 H 0.21
30 H 0.22
31 H 0.21
32 H 0.22
33 H 0.22
34 H 0.22
35 H 0.23
36 H 0.23
37 H 0.24
38 H 0.25
39 H 0.24
40 H 0.26
41 Te 0.48
42 C -0.64
43 C -0.20
44 C -0.25
45 C -0.36
46 S 0.51
47 H 0.25
48 H 0.26
49 H 0.27

***

No. 3
# C20H20N2O5S

A single C20H20N2O5S molecule (wB97M-V/def2-TZVPD, OMol25).

## Properties
**Largest force on an atom**: 0.9 eV Å⁻¹
**Energy above the lowest of the compared OMol25 structures with the same formula, charge and spin**: 31.9 kcal/mol
**E_LUMO**: 0.0224 Ha
**SMILES**: CCn1cc(S(=O)(=O)CC(=O)Nc2ccc3c(c2)OCCO3)c2ccccc21

Element x y z (Å)
C -1.120 -1.588 1.945
C -0.051 -2.102 0.992
N 1.071 -1.202 0.860
C 1.089 0.128 1.118
C 2.308 0.657 0.787
S 2.670 2.374 0.694
O 1.566 3.104 1.280
O 3.993 2.673 1.161
C 2.586 2.693 -1.116
C 1.447 1.840 -1.625
O 1.605 0.955 -2.438
N 0.269 2.163 -1.026
C -0.914 1.415 -1.016
C -1.137 0.328 -1.857
C -2.307 -0.397 -1.743
C -3.279 -0.050 -0.815
C -3.078 1.071 -0.003
C -1.893 1.786 -0.100
O -4.017 1.490 0.905
C -5.289 0.921 0.688
C -5.157 -0.583 0.450
O -4.407 -0.829 -0.718
C 3.103 -0.402 0.270
C 4.402 -0.479 -0.225
C 4.856 -1.703 -0.661
C 4.043 -2.839 -0.612
C 2.757 -2.787 -0.120
C 2.288 -1.557 0.327
H -1.873 -2.359 2.082
H -0.687 -1.350 2.914
H -1.605 -0.702 1.544
H -0.492 -2.265 0.000
H 0.334 -3.060 1.357
H 0.251 0.645 1.540
H 2.411 3.758 -1.238
H 3.526 2.395 -1.570
H 0.334 2.850 -0.279
H -0.389 0.046 -2.577
H -2.490 -1.252 -2.375
H -1.748 2.632 0.553
H -5.879 1.132 1.581
H -5.763 1.385 -0.188
H -6.132 -1.047 0.297
H -4.661 -1.042 1.318
H 5.026 0.400 -0.247
H 5.858 -1.795 -1.053
H 4.435 -3.780 -0.969
H 2.139 -3.672 -0.091

From a natural (NBO) analysis of the wavefunction, the atomic charges in e read:
1 C -0.62
2 C -0.20
3 N -0.35
4 C 0.07
5 C -0.47
6 S 2.20
7 O -0.97
8 O -0.92
9 C -0.74
10 C 0.68
11 O -0.59
12 N -0.62
13 C 0.15
14 C -0.25
15 C -0.23
16 C 0.19
17 C 0.29
18 C -0.30
19 O -0.50
20 C -0.10
21 C -0.10
22 O -0.48
23 C -0.09
24 C -0.18
25 C -0.22
26 C -0.21
27 C -0.25
28 C 0.20
29 H 0.22
30 H 0.22
31 H 0.22
32 H 0.21
33 H 0.20
34 H 0.24
35 H 0.26
36 H 0.27
37 H 0.43
38 H 0.26
39 H 0.23
40 H 0.23
41 H 0.20
42 H 0.18
43 H 0.20
44 H 0.18
45 H 0.23
46 H 0.21
47 H 0.21
48 H 0.21

***

- What is the formula in the third record?
  C20H20N2O5S